1.
Below is a structure of composition C14H14N4SSe4W at a distorted geometry, with properties calculated with wB97M-V/def2-TZVPD.

Summary:
ΔE to the lowest compared entry with this formula, charge and spin = 0.000 eV
Lowest unoccupied orbital energy (alpha / beta) = -1.685 / -1.681 eV
Gap between HOMO and LUMO (alpha / beta) = 5.66 / 5.64 eV

Atoms and positions in Å:
W: -0.53 1.30 -3.34
S: 1.82 0.57 -3.16
C: 1.91 0.55 -1.43
N: 3.09 0.61 -0.83
N: 3.24 0.39 0.47
C: 2.63 -0.48 1.43
C: 2.99 -0.24 2.75
C: 2.52 -1.07 3.76
C: 1.70 -2.14 3.46
C: 1.37 -2.39 2.14
C: 1.83 -1.57 1.12
N: 0.79 0.51 -0.64
N: -0.31 0.63 -1.21
C: -1.41 0.53 -0.24
C: -2.52 -0.22 -0.57
C: -3.55 -0.36 0.35
C: -3.47 0.27 1.59
C: -2.34 1.02 1.90
C: -1.31 1.15 0.99
H: 4.11 0.79 0.78
H: 3.62 0.60 2.98
H: 2.79 -0.86 4.79
H: 1.34 -2.79 4.25
H: 0.74 -3.24 1.89
H: 1.58 -1.81 0.10
H: -2.55 -0.74 -1.51
H: -4.42 -0.95 0.10
H: -4.27 0.17 2.30
H: -2.27 1.51 2.86
H: -0.43 1.74 1.22
Se: -0.25 1.68 -5.57
Se: -2.98 1.92 -2.93
Se: -1.83 3.94 -3.26
Se: 0.26 3.52 -2.30
C: -0.93 -0.85 -3.52
H: -1.98 -1.08 -3.38
H: -0.34 -1.45 -2.83
H: -0.66 -1.16 -4.53



2.
Below is an isolated molecule of C14H14O5 at a distorted geometry, with properties calculated with wB97M-V/def2-TZVPD.

Summary:
Structure (SMILES) = CCOC(=O)c1oc2cccc(OC(C)=O)c2c1C
ΔE to the lowest compared entry with this formula, charge and spin = 11.952 eV
Lowest unoccupied orbital energy = -0.206 eV
Gap between HOMO and LUMO = 8.24 eV

Atoms and positions in Å:
C: 4.96 2.14 -0.08
C: 4.72 0.67 0.02
H: 5.06 0.40 0.97
H: 5.09 0.02 -0.78
O: 3.18 0.35 -0.22
C: 2.63 -0.81 0.11
O: 3.31 -1.81 0.39
C: 1.20 -0.78 -0.15
C: 0.20 0.17 -0.36
C: -0.94 -0.61 -0.24
C: -2.39 -0.04 -0.37
C: -3.38 -1.15 -0.41
C: -2.88 -2.75 -0.17
C: -1.57 -2.84 0.15
C: -0.65 -1.93 -0.11
O: 0.62 -2.07 0.27
H: -1.25 -4.10 0.36
H: -3.71 -3.38 0.08
H: -4.22 -0.88 -0.49
O: -2.78 1.10 -0.55
C: -2.74 1.96 0.23
O: -2.45 1.82 1.59
C: -3.16 3.43 -0.12
H: -2.34 3.95 -0.26
H: -3.77 3.37 -1.31
H: -3.61 3.85 0.60
C: 0.43 1.42 -0.52
H: 0.15 2.32 0.34
H: -0.30 1.88 -1.23
H: 1.49 1.80 -0.66
H: 5.99 2.39 -0.13
H: 4.39 2.71 0.48
H: 4.61 2.53 -1.11



3.
Below is an isolated molecule of C14H14OS at a distorted geometry, with properties calculated with wB97M-V/def2-TZVPD.

Summary:
Structure (SMILES) = COc1ccc(SC2C=CC=CC=C2)cc1
Lowest unoccupied orbital energy = 0.011 eV
Gap between HOMO and LUMO = 7.58 eV

Atoms and positions in Å:
C: -4.26 0.86 -2.11
O: -3.38 -0.28 -2.18
C: -2.04 -0.06 -2.06
C: -1.26 -1.24 -2.00
C: 0.09 -1.12 -1.75
C: 0.69 0.14 -1.53
S: 2.35 0.16 -1.07
C: -0.09 1.30 -1.77
C: -1.45 1.21 -2.02
H: -5.26 0.41 -2.08
H: -4.09 1.46 -1.20
H: -4.16 1.50 -3.00
H: -1.77 -2.21 -2.08
H: 0.70 -2.01 -1.66
H: 0.36 2.28 -1.68
H: -2.09 2.09 -2.12
C: 2.75 -0.11 0.75
C: 2.48 -1.50 1.22
C: 1.71 -1.91 2.27
C: 0.95 -1.17 3.21
C: 0.87 0.20 3.35
C: 1.52 1.19 2.58
C: 2.32 1.10 1.50
H: 3.82 -0.04 0.43
H: 2.98 -2.26 0.61
H: 1.61 -3.00 2.36
H: 0.39 -1.78 3.93
H: 0.24 0.56 4.16
H: 1.31 2.22 2.90
H: 2.71 2.01 1.04



4.
Below is an isolated molecule of C14H14SSi at a distorted geometry, with properties calculated with wB97M-V/def2-TZVPD.

Summary:
Structure (SMILES) = C[Si]1(C)c2ccccc2Sc2ccccc21
ΔE to the lowest compared entry with this formula, charge and spin = 0.194 eV
Lowest unoccupied orbital energy = 0.780 eV
Gap between HOMO and LUMO = 9.27 eV

Atoms and positions in Å:
S: -0.47 2.26 -0.68
C: -3.85 0.04 -0.14
C: 2.01 2.22 2.41
C: -3.42 -1.25 -0.44
C: 2.61 0.98 2.39
C: -2.93 1.07 -0.14
C: 1.14 2.61 1.43
C: -2.12 -1.46 -0.79
C: 2.26 0.10 1.40
C: -1.61 0.89 -0.55
C: 0.79 1.73 0.44
C: -1.22 -0.41 -0.87
C: 1.31 0.46 0.46
C: 0.91 -2.53 -0.41
C: 1.43 -0.40 -2.43
Si: 0.62 -0.75 -0.76
H: -4.88 0.20 0.10
H: 2.25 2.91 3.22
H: -4.15 -2.06 -0.50
H: 3.35 0.68 3.11
H: -3.24 2.07 0.12
H: 0.74 3.62 1.39
H: -1.79 -2.47 -1.02
H: 2.65 -0.91 1.43
H: 1.91 -2.61 0.02
H: 0.87 -3.16 -1.31
H: 0.09 -2.89 0.25
H: 1.24 0.65 -2.63
H: 2.49 -0.55 -2.32
H: 1.01 -1.03 -3.20



5.
Below is an isolated molecule of C14H15BrN2O4S2 at a distorted geometry, with properties calculated with wB97M-V/def2-TZVPD.

Summary:
Structure (SMILES) = COCCNC(=O)c1ccccc1NS(=O)(=O)c1ccc(Br)s1
ΔE to the lowest compared entry with this formula, charge and spin = 0.126 eV
Lowest unoccupied orbital energy = 0.190 eV
Gap between HOMO and LUMO = 9.06 eV

Atoms and positions in Å:
C: 3.14 0.10 -0.55
H: 3.82 -0.69 -0.85
O: 3.66 1.29 -1.11
C: 3.05 2.47 -0.67
C: 1.59 2.64 -1.13
N: 0.64 2.20 -0.13
C: -0.16 1.13 -0.29
O: -0.15 0.46 -1.32
C: -1.05 0.81 0.85
C: -0.67 1.08 2.17
C: -1.48 0.72 3.23
C: -2.70 0.10 2.99
C: -3.09 -0.18 1.70
C: -2.28 0.15 0.62
N: -2.71 -0.17 -0.66
S: -2.92 -1.80 -1.04
O: -3.35 -1.86 -2.39
O: -3.70 -2.42 -0.01
C: -1.26 -2.40 -0.94
C: -0.38 -2.59 -1.96
C: 0.92 -2.90 -1.51
C: 0.98 -2.91 -0.15
S: -0.53 -2.56 0.61
Br: 2.50 -3.24 0.89
H: 1.76 -3.09 -2.15
H: -0.67 -2.51 -2.99
H: -2.12 0.22 -1.39
H: -4.02 -0.68 1.50
H: -3.33 -0.18 3.82
H: -1.16 0.93 4.24
H: 0.29 1.53 2.37
H: 0.56 2.75 0.71
H: 1.40 3.70 -1.35
H: 1.42 2.05 -2.03
H: 3.66 3.27 -1.11
H: 3.10 2.55 0.43
H: 3.11 0.16 0.54
H: 2.14 -0.11 -0.94



6.
Below is an isolated molecule of C14H15Cl2N3OS, with properties calculated with wB97M-V/def2-TZVPD.

Summary:
Structure (SMILES) = O=C(CSc1cc(Cl)ccc1Cl)NCCCn1ccnc1
Lowest unoccupied orbital energy = 0.396 eV
Gap between HOMO and LUMO = 9.02 eV

Atoms and positions in Å:
O: -1.21 -1.44 0.86
C: -0.27 -1.40 1.62
N: 1.00 -1.74 1.29
H: 1.70 -1.61 2.00
C: 1.47 -1.88 -0.08
H: 1.06 -1.05 -0.67
C: 1.10 -3.21 -0.75
H: 1.08 -4.00 0.00
H: 1.87 -3.44 -1.49
C: -0.26 -3.15 -1.46
N: -0.29 -2.11 -2.44
C: -0.87 -0.89 -2.30
N: -0.62 -0.11 -3.31
C: 0.14 -0.84 -4.16
C: 0.36 -2.08 -3.64
H: 0.90 -2.93 -4.01
H: 0.48 -0.43 -5.09
H: -1.45 -0.63 -1.44
H: -0.45 -4.12 -1.95
H: -1.05 -2.95 -0.74
H: 2.55 -1.77 -0.05
C: -0.42 -0.92 3.05
H: 0.00 -1.61 3.78
H: -1.47 -0.74 3.27
S: 0.53 0.64 3.22
C: 0.17 1.31 1.61
C: -1.14 1.58 1.26
C: -1.44 1.99 -0.03
C: -0.43 2.17 -0.97
C: 0.88 1.94 -0.60
C: 1.19 1.51 0.68
Cl: 2.83 1.21 1.10
H: 1.67 2.07 -1.32
H: -0.67 2.45 -1.98
Cl: -3.08 2.29 -0.47
H: -1.93 1.44 1.98



7.
Below is a structure of composition C14H15ClF4N5O8SSn, with properties calculated with wB97M-V/def2-TZVPD.

Summary:
Lowest unoccupied orbital energy = 2.302 eV
Gap between HOMO and LUMO = 7.98 eV
Total charge = -1

Atoms and positions in Å:
Sn: 0.81 -0.91 -0.89
C: -0.46 2.93 -2.05
C: -1.11 2.19 -0.91
N: -0.25 1.34 -0.08
C: 0.86 2.19 0.46
C: 2.19 2.06 -0.26
C: -1.10 0.85 1.04
C: -0.36 -0.02 2.05
N: 0.66 -0.85 1.43
C: 1.37 -1.65 2.26
C: 2.49 -2.38 1.79
F: 2.83 -2.24 0.48
C: 3.27 -3.20 2.56
F: 4.31 -3.82 1.98
C: 3.03 -3.38 3.91
C: 1.95 -2.69 4.42
F: 1.64 -2.82 5.72
C: 1.15 -1.87 3.65
F: 0.11 -1.28 4.29
H: -1.24 3.48 -2.57
H: 0.01 2.23 -2.75
H: 0.27 3.65 -1.70
H: -2.00 0.43 -1.48
H: -1.65 2.88 -0.25
H: 1.00 1.95 1.51
H: 0.53 3.24 0.44
H: 2.62 1.08 -0.10
H: 2.90 2.79 0.13
H: 2.09 2.23 -1.33
H: -1.92 0.28 0.62
H: -1.55 1.70 1.56
H: -1.14 -0.60 2.55
H: 0.07 0.62 2.83
H: 3.63 -4.03 4.52
O: -2.95 -3.12 -1.46
Cl: -1.70 -2.73 -0.93
O: -1.57 -3.07 0.45
O: -1.55 -1.24 -1.02
O: -0.57 -3.25 -1.67
N: 0.33 -1.35 -7.24
C: -0.02 -0.78 -6.30
N: -0.48 -0.09 -5.30
C: -0.12 -0.07 -4.10
N: 0.15 0.07 -2.96
O: -4.64 0.92 -1.77
S: -3.99 1.92 -0.99
O: -3.89 1.73 0.42
O: -2.15 1.40 -1.48
O: -3.88 3.25 -1.49



Please write out number 2 again, unchanged.
Below is an isolated molecule of C14H14O5 at a distorted geometry, with properties calculated with wB97M-V/def2-TZVPD.

Summary:
Structure (SMILES) = CCOC(=O)c1oc2cccc(OC(C)=O)c2c1C
ΔE to the lowest compared entry with this formula, charge and spin = 11.952 eV
Lowest unoccupied orbital energy = -0.206 eV
Gap between HOMO and LUMO = 8.24 eV

Atoms and positions in Å:
C: 4.96 2.14 -0.08
C: 4.72 0.67 0.02
H: 5.06 0.40 0.97
H: 5.09 0.02 -0.78
O: 3.18 0.35 -0.22
C: 2.63 -0.81 0.11
O: 3.31 -1.81 0.39
C: 1.20 -0.78 -0.15
C: 0.20 0.17 -0.36
C: -0.94 -0.61 -0.24
C: -2.39 -0.04 -0.37
C: -3.38 -1.15 -0.41
C: -2.88 -2.75 -0.17
C: -1.57 -2.84 0.15
C: -0.65 -1.93 -0.11
O: 0.62 -2.07 0.27
H: -1.25 -4.10 0.36
H: -3.71 -3.38 0.08
H: -4.22 -0.88 -0.49
O: -2.78 1.10 -0.55
C: -2.74 1.96 0.23
O: -2.45 1.82 1.59
C: -3.16 3.43 -0.12
H: -2.34 3.95 -0.26
H: -3.77 3.37 -1.31
H: -3.61 3.85 0.60
C: 0.43 1.42 -0.52
H: 0.15 2.32 0.34
H: -0.30 1.88 -1.23
H: 1.49 1.80 -0.66
H: 5.99 2.39 -0.13
H: 4.39 2.71 0.48
H: 4.61 2.53 -1.11



Copy entry 7 word for word.
Below is a structure of composition C14H15ClF4N5O8SSn, with properties calculated with wB97M-V/def2-TZVPD.

Summary:
Lowest unoccupied orbital energy = 2.302 eV
Gap between HOMO and LUMO = 7.98 eV
Total charge = -1

Atoms and positions in Å:
Sn: 0.81 -0.91 -0.89
C: -0.46 2.93 -2.05
C: -1.11 2.19 -0.91
N: -0.25 1.34 -0.08
C: 0.86 2.19 0.46
C: 2.19 2.06 -0.26
C: -1.10 0.85 1.04
C: -0.36 -0.02 2.05
N: 0.66 -0.85 1.43
C: 1.37 -1.65 2.26
C: 2.49 -2.38 1.79
F: 2.83 -2.24 0.48
C: 3.27 -3.20 2.56
F: 4.31 -3.82 1.98
C: 3.03 -3.38 3.91
C: 1.95 -2.69 4.42
F: 1.64 -2.82 5.72
C: 1.15 -1.87 3.65
F: 0.11 -1.28 4.29
H: -1.24 3.48 -2.57
H: 0.01 2.23 -2.75
H: 0.27 3.65 -1.70
H: -2.00 0.43 -1.48
H: -1.65 2.88 -0.25
H: 1.00 1.95 1.51
H: 0.53 3.24 0.44
H: 2.62 1.08 -0.10
H: 2.90 2.79 0.13
H: 2.09 2.23 -1.33
H: -1.92 0.28 0.62
H: -1.55 1.70 1.56
H: -1.14 -0.60 2.55
H: 0.07 0.62 2.83
H: 3.63 -4.03 4.52
O: -2.95 -3.12 -1.46
Cl: -1.70 -2.73 -0.93
O: -1.57 -3.07 0.45
O: -1.55 -1.24 -1.02
O: -0.57 -3.25 -1.67
N: 0.33 -1.35 -7.24
C: -0.02 -0.78 -6.30
N: -0.48 -0.09 -5.30
C: -0.12 -0.07 -4.10
N: 0.15 0.07 -2.96
O: -4.64 0.92 -1.77
S: -3.99 1.92 -0.99
O: -3.89 1.73 0.42
O: -2.15 1.40 -1.48
O: -3.88 3.25 -1.49